Record 1
{
  "formula": "C20H40AgIO10S5",
  "method": "wB97M-V/def2-TZVPD",
  "homo_energy_ha": -0.2572,
  "molar_mass_g_mol": 835.64,
  "orbital_gap_ev": 7.187,
  "elements": ["Ag", "I", "C", "C", "C", "S", "O", "O", "C", "H", "H", "H", "H", "H", "H", "H", "H", "C", "C", "C", "S", "O", "O", "C", "H", "H", "H", "H", "H", "H", "H", "H", "C", "C", "C", "S", "O", "O", "C", "H", "H", "H", "H", "H", "H", "H", "H", "C", "C", "C", "S", "O", "O", "C", "H", "H", "H", "H", "H", "H", "H", "H", "C", "C", "C", "S", "O", "O", "C", "H", "H", "H", "H", "H", "H", "H", "H"],
  "xyz": [[-1.3796, 0.0703, 0.8316], [-3.9283, -0.1748, 2.2234], [1.6660, 0.4929, -3.7784], [2.9424, 1.1132, -3.2265], [2.8576, 0.9892, -1.7167], [2.0546, -0.6035, -1.3811], [1.0642, -0.4248, -0.3295], [3.0568, -1.6447, -1.2059], [1.2517, -0.7835, -3.0248], [1.6687, 0.3434, -4.8555], [0.8738, 1.2150, -3.5453], [3.1509, 2.1350, -3.5318], [3.7962, 0.4999, -3.5427], [2.1119, 1.7002, -1.3361], [3.7476, 1.1949, -1.1274], [0.1761, -0.8524, -2.9063], [1.6512, -1.7108, -3.4310], [-4.0411, 2.1576, -3.1546], [-4.9496, 2.5204, -1.9712], [-4.1076, 2.5593, -0.7122], [-2.4200, 2.9561, -1.2193], [-1.5399, 1.8442, -0.8941], [-2.0445, 4.2759, -0.7818], [-2.7669, 3.0183, -3.0146], [-4.4675, 2.3472, -4.1363], [-3.6301, 1.1446, -3.0756], [-5.9066, 2.0094, -1.9302], [-5.2354, 3.5723, -2.1228], [-4.0079, 1.5902, -0.2125], [-4.4251, 3.3185, -0.0037], [-1.8800, 2.7261, -3.5657], [-3.0541, 4.0520, -3.2194], [2.1854, 4.7484, 1.2500], [3.0700, 3.5201, 1.4757], [2.4012, 2.5597, 2.4415], [0.6314, 3.0061, 2.4725], [0.3306, 3.6328, 3.7484], [-0.1930, 1.9240, 1.9762], [0.7485, 4.2132, 1.1195], [2.4997, 5.3406, 0.3953], [2.1910, 5.3766, 2.1463], [4.0591, 3.7962, 1.8435], [3.3031, 3.0163, 0.5297], [2.8334, 2.6799, 3.4337], [2.2989, 1.4840, 2.2777], [-0.1282, 4.8388, 1.0106], [0.8143, 3.5335, 0.2614], [-1.5572, -3.9472, 0.5056], [-2.9047, -4.3685, -0.1326], [-3.3616, -3.1956, -0.9736], [-1.8171, -2.5541, -1.6649], [-1.7262, -1.1590, -1.2602], [-1.7280, -2.9230, -3.0669], [-0.6749, -3.5458, -0.6826], [-1.1041, -4.7741, 1.0534], [-1.8024, -3.1696, 1.2290], [-3.6059, -4.8339, 0.5573], [-2.6821, -5.2138, -0.8019], [-3.7989, -2.3845, -0.3839], [-4.0505, -3.3635, -1.7988], [0.2622, -3.0335, -0.4956], [-0.5312, -4.4658, -1.2509], [2.6613, -3.5782, 4.2230], [3.1805, -3.6366, 2.7705], [2.4366, -2.5571, 1.9684], [1.1470, -1.8220, 3.0357], [-0.1167, -1.7065, 2.3401], [1.6972, -0.6370, 3.6351], [1.2084, -3.1686, 4.2542], [3.2873, -2.9586, 4.8681], [2.7900, -4.5583, 4.6947], [2.9414, -4.6147, 2.3602], [4.2540, -3.4731, 2.8069], [1.8485, -3.0575, 1.1953], [3.0278, -1.8137, 1.4448], [0.5511, -3.9470, 3.8582], [0.8372, -2.8609, 5.2273]]
}


Record 2
{
  "formula": "C20H40AlNP3S2",
  "method": "wB97M-V/def2-TZVPD",
  "homo_energy_ha": -0.5764,
  "molar_mass_g_mol": 478.58,
  "charge": 3,
  "orbital_gap_ev": 6.817,
  "elements": ["Al", "P", "P", "P", "H", "C", "C", "H", "C", "C", "C", "C", "C", "C", "C", "C", "C", "H", "H", "H", "H", "H", "H", "H", "H", "H", "H", "H", "H", "H", "H", "H", "H", "H", "H", "H", "H", "H", "H", "H", "H", "H", "H", "H", "H", "H", "C", "C", "C", "C", "C", "C", "S", "H", "H", "H", "H", "H", "H", "S", "C", "C", "N", "C", "H", "H", "H"],
  "xyz": [[0.7328, -0.6825, -0.1989], [2.2569, 1.0344, 0.6795], [-1.1137, -0.0536, 1.4076], [-1.4321, 2.2916, -2.0454], [0.6485, -4.0356, -6.4032], [0.8274, -3.0335, -6.7892], [1.9068, -2.3273, -6.4488], [2.6324, -2.6298, -5.6917], [3.8031, 0.3155, 1.3426], [1.7069, 2.1977, 1.9894], [2.8816, 2.1928, -0.6006], [-2.6280, -1.0203, 1.0732], [-0.6743, -0.6926, 3.0693], [-1.8873, 1.5298, 1.9737], [-1.1611, 2.5733, -3.7834], [-0.8838, 3.6408, -1.0233], [-3.1301, 1.8860, -1.7012], [0.1141, -2.6527, -7.5246], [2.1338, -1.4320, -7.0348], [4.1437, -0.4950, 0.6804], [3.6323, -0.0844, 2.3526], [4.5765, 1.0968, 1.3850], [1.3455, 1.6375, 2.8625], [0.9018, 2.8445, 1.6121], [2.5440, 2.8394, 2.3028], [3.2855, 1.6323, -1.4552], [3.6802, 2.8258, -0.1816], [2.0709, 2.8452, -0.9524], [-3.3741, -0.8455, 1.8640], [-2.3725, -2.0865, 1.0409], [-3.0473, -0.7114, 0.1069], [-1.5619, -0.5677, 3.7058], [0.1548, -0.1103, 3.4925], [-0.3889, -1.7500, 3.0296], [-2.5724, 1.3151, 2.8134], [-2.4675, 1.9964, 1.1666], [-1.1250, 2.2382, 2.3284], [-1.8592, 3.3100, -4.1956], [-1.3192, 1.5987, -4.2634], [-0.1268, 2.9046, -3.9277], [-1.2791, 4.5846, -1.4038], [0.2088, 3.7012, -1.0219], [-1.2375, 3.5100, 0.0060], [-3.7325, 2.5382, -2.3452], [-3.3608, 2.1087, -0.6517], [-3.3633, 0.8394, -1.9252], [0.6010, -1.6919, -3.1327], [-0.7575, -1.7220, -3.5235], [-1.3013, -2.9284, -3.9524], [-0.5079, -4.0699, -4.0585], [0.8604, -4.0325, -3.7432], [1.4029, -2.8436, -3.2261], [1.2367, -0.2204, -2.4350], [-0.5416, 1.2065, -1.8977], [-1.3462, -0.8166, -3.3954], [-2.3418, -2.9724, -4.2497], [-0.9539, -4.9954, -4.4359], [1.5351, -4.8857, -3.9423], [2.4512, -2.7754, -2.9130], [0.4925, -5.0171, 0.5887], [1.3684, -4.2349, 1.9123], [1.5462, -2.9076, 1.6723], [1.0482, -2.4920, 0.4138], [0.4192, -3.5212, -0.2320], [1.6477, -4.7570, 2.8303], [1.9801, -2.1583, 2.3368], [-0.1273, -3.3972, -1.1734]]
}


Record 3
{
  "formula": "C20H40Br20",
  "method": "wB97M-V/def2-TZVPD",
  "homo_energy_ha": -0.3704,
  "molar_mass_g_mol": 1878.62,
  "orbital_gap_ev": 10.152,
  "smiles": "BrCCBr.BrCCBr.BrCCBr.BrCCBr.BrCCBr.BrCCBr.BrCCBr.BrCCBr.BrCCBr.BrCCBr",
  "elements": ["Br", "C", "C", "Br", "H", "H", "H", "H", "Br", "C", "C", "Br", "H", "H", "H", "H", "Br", "C", "C", "Br", "H", "H", "H", "H", "Br", "C", "C", "Br", "H", "H", "H", "H", "Br", "C", "C", "Br", "H", "H", "H", "H", "Br", "C", "C", "Br", "H", "H", "H", "H", "Br", "C", "C", "Br", "H", "H", "H", "H", "Br", "C", "C", "Br", "H", "H", "H", "H", "Br", "C", "C", "Br", "H", "H", "H", "H", "Br", "C", "C", "Br", "H", "H", "H", "H"],
  "xyz": [[-1.6411, 16.7455, 28.0890], [-0.0449, 17.6289, 28.6979], [-0.2510, 18.1267, 30.1360], [1.0195, 19.4612, 30.6706], [0.1103, 18.4819, 28.0323], [0.8499, 17.0281, 28.6021], [0.0071, 17.3071, 30.7988], [-1.2646, 18.4183, 30.3836], [-5.8024, 17.1821, 25.5110], [-4.7019, 17.7675, 27.0469], [-5.3003, 19.0733, 27.5521], [-4.0407, 19.9548, 28.7681], [-3.7571, 17.8686, 26.5576], [-4.7478, 17.0104, 27.8184], [-6.2055, 18.9176, 28.1203], [-5.4752, 19.7709, 26.7470], [6.3972, 20.4819, 31.1472], [5.2021, 19.0533, 31.7147], [5.7545, 18.4399, 32.9293], [4.4880, 17.1155, 33.6093], [4.9992, 18.3629, 30.9107], [4.2760, 19.5395, 31.9809], [5.9169, 19.1906, 33.6854], [6.6668, 17.8926, 32.7404], [-4.2773, 17.2374, 34.1373], [-5.1288, 16.3900, 32.6202], [-6.5763, 16.8492, 32.5750], [-7.5447, 15.8099, 31.2872], [-4.9806, 15.3367, 32.7728], [-4.5965, 16.7293, 31.7335], [-6.6430, 17.8964, 32.3556], [-7.0483, 16.6009, 33.5210], [-5.6312, 20.4599, 36.3629], [-4.7403, 20.9081, 34.7162], [-3.2738, 20.6547, 34.8271], [-2.3346, 22.2689, 35.3795], [-4.9747, 21.9242, 34.4635], [-5.1393, 20.2250, 33.9745], [-2.8233, 20.3453, 33.8968], [-3.0847, 19.8986, 35.5757], [-4.2241, 13.8776, 30.1348], [-4.1300, 14.1994, 28.2490], [-5.4541, 14.1352, 27.6261], [-6.0879, 12.3133, 27.5045], [-3.4166, 13.5276, 27.7999], [-3.7514, 15.2140, 28.1656], [-5.4220, 14.6052, 26.6439], [-6.2166, 14.6465, 28.1999], [3.0976, 17.4230, 26.8673], [3.9707, 18.9490, 26.0196], [5.3025, 18.5859, 25.6649], [6.1691, 20.0923, 24.7869], [3.9016, 19.7930, 26.6833], [3.3111, 19.1569, 25.1853], [5.3529, 17.7403, 25.0009], [5.9009, 18.4201, 26.5486], [4.3103, 12.4573, 28.6824], [2.5749, 12.5869, 27.8703], [2.3644, 13.9957, 27.4541], [0.6869, 14.1498, 26.4425], [1.8411, 12.2747, 28.6027], [2.4611, 11.9152, 27.0233], [3.0938, 14.3618, 26.7569], [2.2440, 14.6465, 28.3105], [0.2808, 19.1512, 25.0724], [0.1280, 17.3405, 24.4181], [-1.2705, 16.9980, 24.0319], [-1.8234, 17.9505, 22.4359], [0.4749, 16.6799, 25.2077], [0.7912, 17.2358, 23.5678], [-1.9661, 17.2951, 24.8091], [-1.3834, 15.9344, 23.8589], [2.1766, 15.6080, 31.0252], [1.5054, 14.1514, 32.0220], [0.1623, 13.6887, 31.5785], [-1.2364, 14.9152, 32.1333], [1.4894, 14.3958, 33.0760], [2.1998, 13.3108, 31.9286], [-0.0763, 12.6691, 31.8623], [0.1537, 13.6495, 30.4833]]
}